(1)
{"formula": "C4H10N2O2", "method": "ωB97M-V/def2-TZVPD", "species": ["O", "O", "N", "N", "C", "C", "C", "C", "H", "H", "H", "H", "H", "H", "H", "H", "H", "H"], "coordinates": [[1.579, -1.324, 0.135], [-2.744, 1.013, -1.417], [-0.904, 1.992, -0.451], [-0.636, -1.143, 1.242], [2.867, -1.261, -0.250], [-0.366, 0.750, -0.214], [-1.350, -0.045, 0.808], [-2.062, 1.990, -1.187], [-2.424, 2.973, -1.512], [-1.593, 0.599, 1.661], [0.300, -1.329, 0.791], [-2.241, -0.273, 0.213], [-0.271, 0.109, -1.101], [3.276, -0.259, -0.367], [2.974, -1.646, -1.262], [3.599, -1.786, 0.386], [0.598, 0.841, 0.272], [-0.603, -1.200, 2.251]], "mulliken_charge": [-0.624, -0.479, -0.490, -0.359, -0.748, -0.374, -0.416, 0.084, 0.409, 0.348, 0.459, 0.299, 0.366, 0.269, 0.267, 0.273, 0.458, 0.258], "charge": 0, "de_lowest_kcal_mol": 188.7, "multiplicity": 1, "e_homo_ev": -8.344}

***

(2)
{"formula": "C19H11Cl4NO3", "method": "ωB97M-V/def2-TZVPD", "species": ["Cl", "Cl", "Cl", "Cl", "O", "O", "O", "N", "C", "C", "C", "C", "C", "C", "C", "C", "C", "C", "C", "C", "C", "C", "C", "C", "C", "C", "C", "H", "H", "H", "H", "H", "H", "H", "H", "H", "H", "H"], "coordinates": [[-1.775, -3.731, -2.690], [1.515, 0.554, -2.532], [-0.975, 2.451, -2.111], [-4.293, -1.784, -2.705], [-3.515, 1.037, -2.546], [-0.904, -0.822, 0.538], [0.752, -2.273, -2.602], [2.028, -0.673, 0.332], [-2.551, 0.279, -2.496], [4.255, -1.249, -0.356], [-0.233, 0.157, 0.946], [-1.616, -2.035, -2.614], [-0.919, 1.230, 1.767], [-1.158, 0.773, -2.356], [-1.214, 3.544, 2.466], [1.135, 0.340, 0.633], [-2.013, 0.870, 2.568], [-2.696, -1.203, -2.580], [-0.083, -0.055, -2.445], [3.345, -0.324, 0.089], [-2.691, 1.832, 3.320], [-0.226, -1.524, -2.574], [3.879, -2.584, -0.529], [-2.296, 3.175, 3.274], [-0.540, 2.579, 1.710], [1.668, -2.003, 0.243], [2.560, -2.932, -0.252], [4.588, -3.327, -0.880], [3.570, 0.727, 0.244], [-0.892, 4.585, 2.416], [0.295, 2.870, 1.073], [5.266, -0.907, -0.568], [1.585, 1.330, 0.718], [-3.530, 1.528, 3.945], [0.646, -2.247, 0.511], [2.179, -3.937, -0.417], [-2.830, 3.928, 3.854], [-2.317, -0.176, 2.608]], "mulliken_charge": [-0.149, -0.093, -0.122, -0.143, -0.602, -0.722, -0.631, 0.429, 0.104, -0.476, 0.985, 0.131, 0.247, 0.353, -0.755, -0.449, -0.359, 0.465, 0.258, -0.279, -0.503, 0.415, -0.411, -0.381, -0.278, -0.209, -0.478, 0.387, 0.333, 0.363, 0.283, 0.389, -0.110, 0.368, 0.480, 0.387, 0.371, 0.402], "charge": 0, "de_lowest_kcal_mol": 0.0, "multiplicity": 1, "e_homo_ev": -7.345}

***

Number 1: gap between HOMO and LUMO 4.5 eV. Number 2: gap between HOMO and LUMO 5.3 eV.